[1]
The following is a DFT calculation (wB97M-V/def2-TZVPD) of a single C24H22ClN3O4S molecule.

The spin multiplicity is 1. The SMILES is C=CCOC(=O)C1=C(C)NC(SCC(=O)Nc2ccc(C)c(Cl)c2)=C(C#N)[C@H]1c1ccco1. The gap between HOMO and LUMO is 8.424 eV.

Element x y z (Å)
C1 -3.670 1.476 -0.949
C2 -4.311 1.942 0.104
C3 -3.722 2.140 1.470
O1 -2.388 1.665 1.588
C4 -1.429 2.465 1.090
O2 -1.654 3.570 0.650
C5 -0.083 1.876 1.119
C6 0.291 0.793 1.837
C7 -0.603 -0.029 2.704
N1 1.604 0.378 1.806
C8 2.590 1.098 1.186
S1 4.245 0.470 1.395
C9 4.463 -0.298 -0.259
C10 3.641 -1.577 -0.280
O3 4.117 -2.648 0.016
N2 2.330 -1.360 -0.584
C11 1.262 -2.251 -0.435
C12 1.427 -3.618 -0.240
C13 0.317 -4.423 -0.064
C14 -0.976 -3.916 -0.070
C15 -2.169 -4.795 0.127
C16 -1.117 -2.544 -0.266
Cl1 -2.698 -1.827 -0.263
C17 -0.026 -1.718 -0.453
C18 2.314 2.206 0.471
C19 3.325 2.953 -0.151
N3 4.135 3.557 -0.696
C20 0.883 2.606 0.192
C21 0.541 2.264 -1.231
C22 -0.306 2.840 -2.126
C23 -0.261 2.034 -3.293
C24 0.610 1.029 -3.025
O4 1.104 1.152 -1.774
H1 -2.634 1.185 -0.910
H2 -4.155 1.370 -1.904
H3 -5.350 2.236 0.042
H4 -3.751 3.210 1.718
H5 -4.296 1.582 2.215
H6 -0.026 -0.759 3.268
H7 -1.153 0.603 3.397
H8 -1.336 -0.554 2.095
H9 1.886 -0.417 2.361
H10 4.187 0.429 -1.021
H11 5.522 -0.538 -0.321
H12 2.056 -0.425 -0.865
H13 2.417 -4.040 -0.220
H14 0.460 -5.483 0.083
H15 -2.741 -4.470 0.995
H16 -2.827 -4.738 -0.739
H17 -1.866 -5.828 0.271
H18 -0.178 -0.662 -0.604
H19 0.744 3.687 0.313
H20 -0.895 3.718 -1.962
H21 -0.804 2.190 -4.202
H22 0.956 0.195 -3.603

***

[2]
The following is a DFT calculation (wB97M-V/def2-TZVPD) of a gas-phase ion, C5H10N (charge +1).

The net charge is +1. The spin multiplicity is 1. The gap between HOMO and LUMO (alpha / beta) is 8.487 / 9.225 eV.

Element x y z (Å)
C1 -1.604 -0.204 0.187
C2 -2.555 -0.818 -0.413
C3 -0.974 1.146 0.259
C4 0.954 -0.276 0.530
C5 2.089 -0.967 -0.137
N1 0.454 1.062 -0.035
H1 -2.607 -1.983 -0.333
H2 -3.414 -0.272 -0.931
H3 -1.439 1.879 -0.342
H4 -0.993 1.419 1.337
H5 0.990 -0.566 1.591
H6 2.892 -1.143 0.523
H7 2.550 -0.304 -0.942
H8 1.814 -1.742 -0.721
H9 0.869 0.922 -1.016
H10 0.973 1.847 0.442

***

[3]
The following is a DFT calculation (wB97M-V/def2-TZVPD) of a molecular structure, C43H34N4P2ReS.

The net charge is +2. The spin multiplicity is 2. The gap between HOMO and LUMO (alpha / beta) is 5.990 / 6.229 eV.

Element x y z (Å)
Re1 1.028 -0.216 -0.023
N1 -3.587 -2.895 8.820
C1 -3.079 -2.571 7.842
C2 -2.439 -2.163 6.609
C3 -3.218 -1.898 5.484
C4 -2.607 -1.523 4.302
C5 -1.220 -1.389 4.246
C6 -0.445 -1.645 5.375
C7 -1.054 -2.041 6.553
C8 -0.563 -0.982 2.983
C9 0.164 0.184 2.974
C10 0.348 1.116 4.021
C11 1.189 2.107 3.549
C12 1.479 1.771 2.227
N2 0.867 0.622 1.856
C13 -0.698 -1.841 1.861
C14 -1.321 -3.066 1.862
C15 -1.197 -3.652 0.576
C16 -0.500 -2.773 -0.179
N3 -0.168 -1.623 0.558
H1 -4.294 -1.987 5.545
H2 -3.209 -1.304 3.427
H3 0.635 -1.566 5.321
H4 -0.460 -2.256 7.431
H5 -0.093 1.048 5.003
H6 1.557 2.969 4.082
H7 2.112 2.312 1.538
H8 -1.798 -3.510 2.722
H9 -1.559 -4.617 0.259
H10 -0.153 -2.902 -1.184
C17 -1.503 0.523 -2.393
C18 -0.799 -0.735 -2.905
P1 0.969 -0.780 -2.441
C19 1.586 -2.380 -3.000
C20 2.163 -3.291 -2.117
C21 2.639 -4.508 -2.587
C22 2.543 -4.814 -3.937
C23 1.975 -3.905 -4.824
C24 1.505 -2.689 -4.359
C25 1.736 0.465 -3.512
C26 1.090 0.946 -4.652
C27 1.701 1.892 -5.465
C28 2.970 2.359 -5.154
C29 3.631 1.876 -4.032
C30 3.013 0.942 -3.216
P2 -0.752 1.223 -0.873
C31 -2.013 1.438 0.384
C32 -3.178 0.672 0.383
C33 -4.119 0.846 1.389
C34 -3.893 1.772 2.396
C35 -2.728 2.532 2.406
C36 -1.785 2.366 1.405
C37 -0.046 2.820 -1.264
C38 1.323 3.021 -1.135
C39 1.883 4.252 -1.445
C40 1.063 5.279 -1.887
C41 -0.310 5.083 -2.022
C42 -0.870 3.855 -1.710
H11 -2.551 0.314 -2.201
H12 -1.462 1.332 -3.123
H13 -0.913 -0.826 -3.983
H14 -1.257 -1.623 -2.481
H15 2.249 -3.061 -1.063
H16 3.092 -5.212 -1.901
H17 2.920 -5.760 -4.305
H18 1.908 -4.142 -5.878
H19 1.090 -1.976 -5.064
H20 0.107 0.594 -4.931
H21 1.187 2.255 -6.345
H22 3.446 3.092 -5.792
H23 4.631 2.220 -3.797
H24 3.562 0.563 -2.363
H25 -3.366 -0.067 -0.385
H26 -5.031 0.264 1.376
H27 -4.634 1.909 3.174
H28 -2.560 3.260 3.189
H29 -0.890 2.976 1.409
H30 1.978 2.211 -0.811
H31 2.950 4.407 -1.349
H32 1.493 6.243 -2.129
H33 -0.941 5.891 -2.366
H34 -1.942 3.715 -1.798
S1 3.369 -0.428 -0.059
C43 3.149 -1.208 1.446
N4 2.906 -1.711 2.458

***

[4]
The following is a DFT calculation (wB97M-V/def2-TZVPD) of 2 unconnected molecules or ions with the total composition C8H13N3O.

The spin multiplicity is 1. The SMILES is C=C(C#N)C(C)(C)C.OC1=NN1. The gap between HOMO and LUMO is 9.125 eV.

Element x y z (Å)
C1 0.167 -0.579 -1.622
C2 -0.008 0.232 -0.570
C3 0.827 1.340 -0.526
N1 1.500 2.263 -0.294
C4 -1.194 0.197 0.376
C5 -2.258 1.093 -0.342
C6 -0.808 0.712 1.738
C7 -1.636 -1.227 0.369
H1 0.948 -0.361 -2.266
H2 -0.442 -1.484 -1.751
H3 -1.783 1.861 -0.868
H4 -2.786 1.524 0.499
H5 -2.899 0.627 -1.079
H6 -0.154 0.045 2.217
H7 -0.542 1.789 1.604
H8 -1.645 0.710 2.345
H9 -2.536 -1.548 0.883
H10 -0.650 -1.861 0.470
H11 -1.877 -1.453 -0.644
O1 2.742 -0.023 1.163
C8 2.819 -0.832 0.174
N2 2.406 -1.969 -0.163
N3 3.483 -1.220 -0.958
H12 3.184 0.862 1.026
H13 3.143 -0.696 -1.781

***

[5]
The following is a DFT calculation (wB97M-V/def2-TZVPD) of 2 unconnected molecules or ions with the total composition C2H5OP.

The spin multiplicity is 1. The gap between HOMO and LUMO (alpha / beta) is 8.914 / 8.947 eV.

Element x y z (Å)
C1 -0.651 -0.951 -0.311
C2 -0.033 -0.090 0.694
O1 1.784 0.794 -0.227
P1 -1.446 0.722 -0.034
H1 -0.130 -1.087 -1.248
H2 -1.136 -1.852 0.053
H3 0.329 -0.298 1.681
H4 2.007 1.433 0.449
H5 -0.724 1.329 -1.057

***

[6]
The following is a DFT calculation (wB97M-V/def2-TZVPD) of 5 unconnected molecules or ions with the total composition C22H22F6O14.

The spin multiplicity is 1. The SMILES is O=C(OCF)C(F)(F)c1cccc(C(F)(F)F)c1.O=C1OCCO1.O=C1OCCO1.O=C1OCCO1.O=C1OCCO1. The gap between HOMO and LUMO is 9.824 eV.

Element x y z (Å)
O1 3.188 2.168 1.066
C1 3.705 3.060 0.461
O2 4.807 3.772 0.915
C2 4.328 4.899 1.686
F1 4.829 6.062 1.105
C3 3.010 3.437 -0.924
F2 3.902 4.071 -1.790
F3 2.557 2.312 -1.587
C4 1.814 4.383 -0.547
C5 2.033 5.816 -0.665
C6 0.927 6.695 -0.269
C7 -0.312 6.087 0.175
C8 -0.509 4.629 0.287
C9 -1.858 4.041 0.794
F4 -1.847 2.679 0.648
F5 -1.976 4.343 2.141
F6 -2.917 4.637 0.168
C10 0.594 3.742 -0.088
H1 4.708 4.785 2.736
H2 3.208 4.944 1.722
H3 3.032 6.162 -1.012
H4 1.098 7.795 -0.329
H5 -1.186 6.717 0.456
H6 0.548 2.636 -0.008
O3 0.231 2.941 -3.186
C11 0.374 1.857 -3.660
O4 -0.463 0.807 -3.441
C12 -0.093 -0.228 -4.349
C13 1.344 0.095 -4.653
O5 1.393 1.509 -4.489
H7 -0.214 -1.209 -3.892
H8 -0.732 -0.167 -5.233
H9 2.036 -0.368 -3.944
H10 1.632 -0.190 -5.664
O6 -1.334 -3.609 2.131
C14 -1.153 -2.429 2.122
O7 -2.098 -1.511 1.795
C15 -1.570 -0.226 2.120
C16 -0.086 -0.456 2.084
O8 0.027 -1.835 2.434
H11 -1.893 0.520 1.398
H12 -1.926 0.062 3.112
H13 0.338 -0.308 1.088
H14 0.452 0.171 2.793
O9 -7.307 -5.532 0.798
C17 -6.234 -5.143 1.135
O10 -5.751 -3.898 0.877
C18 -4.550 -3.743 1.631
C19 -4.103 -5.161 1.841
O11 -5.331 -5.886 1.829
H15 -3.821 -3.152 1.082
H16 -4.785 -3.234 2.569
H17 -3.469 -5.525 1.028
H18 -3.579 -5.298 2.785
O12 0.789 -5.944 -2.709
C20 1.099 -5.916 -1.561
O13 1.037 -6.985 -0.720
C21 1.700 -6.615 0.487
C22 1.602 -5.116 0.474
O14 1.562 -4.810 -0.917
H19 1.210 -7.060 1.352
H20 2.734 -6.969 0.445
H21 0.684 -4.753 0.943
H22 2.457 -4.639 0.952

***

Values of energy above the lowest of the compared OMol25 structures with the same formula, charge and spin, in order: 0.0, 517.6, 0.0, 531.7, 393.3, 0.0, all in kJ/mol.
Values of calculated total energy, in order: -61262.8824, -6824.8377, -82632.3618, -15019.5196, -13486.7987, -68139.9102, all in eV.